12
Properties=species:S:1:pos:R:3:forces:R:3 method="wB97M-V/def2-TZVPD" charge=+1 de_lowest_kcal_mol=135.1 gap_ev="7.231 / 7.228" e_lumo_ev="-6.1 / -6.1"
N 1.22078 -0.74169 -0.36874 -0.02 0.39 0.10
C 0.24162 1.46088 0.04080 0.66 -0.39 0.06
C -1.57172 -1.30507 0.10264 -1.41 -0.85 -0.22
C -1.57314 -0.09702 -0.11091 0.35 0.79 0.03
C 0.61887 0.09305 0.41838 2.31 0.65 0.37
C -1.17550 1.18823 -0.23959 -1.67 -0.05 -0.37
H 0.72878 1.87358 -0.84780 -0.04 -0.02 0.03
H 1.52631 -0.46624 -1.29655 -0.02 -0.04 0.11
H -2.02146 -2.26482 0.17316 -0.21 -0.36 0.02
H 0.30446 2.21394 0.83152 0.08 -0.10 -0.01
H 1.30833 -1.72164 -0.13020 0.02 0.04 0.07
H 0.39266 -0.23319 1.42730 -0.04 -0.08 -0.19